Record 1
Density functional theory data (ωB97M-V/def2-TZVPD) for a cluster of 3 separate species, C13H38BN7O8P2S in total at a distorted geometry.

Largest force on an atom ... 8.12 eV/Å
Lowest unoccupied orbital energy ... -1.2359 eV
HOMO energy ... -7.61 eV

XYZ file:
```
70
Properties=species:S:1:pos:R:3:lowdin_charge:R:1
O 5.954 -3.554 -0.166 0.109
C 6.232 -2.368 0.164 -0.068
N 6.005 -1.085 0.497 -0.021
O 5.228 -0.475 -0.450 -0.359
S 3.560 -0.499 -0.002 1.085
O 3.528 0.205 1.354 -0.387
O 3.039 -2.102 0.147 -0.182
B 1.669 -2.191 0.633 -0.656
O 1.449 -2.966 1.849 0.099
O 0.542 -1.598 -0.045 0.104
H 2.171 -3.654 1.843 0.126
H 0.547 -1.887 -0.998 0.137
O -3.431 0.302 3.563 -0.303
P -3.800 -1.153 3.923 0.775
N -3.519 -0.860 5.593 -0.313
C -2.860 -1.679 6.588 -0.131
C -4.524 -0.017 6.243 -0.142
N -2.398 -1.779 3.122 -0.342
C -1.110 -1.886 3.794 -0.125
C -2.148 -1.176 1.801 -0.143
N -4.275 -2.819 4.286 -0.315
C -5.606 -2.992 4.856 -0.146
C -3.479 -4.028 4.336 -0.124
H -3.510 -2.470 6.979 0.073
H -2.545 -1.070 7.442 0.088
H -1.941 -2.136 6.233 0.051
H -5.434 -0.583 6.475 0.065
H -4.804 0.827 5.606 0.071
H -4.149 0.419 7.174 0.078
H -0.817 -0.948 4.283 0.096
H -0.318 -2.166 3.095 0.060
H -1.108 -2.696 4.521 0.052
H -1.651 -0.203 1.889 0.083
H -3.084 -1.035 1.254 0.072
H -1.514 -1.822 1.189 0.062
H -5.566 -3.059 5.949 0.074
H -6.097 -3.891 4.473 0.079
H -6.251 -2.150 4.591 0.073
H -2.841 -4.066 5.221 0.070
H -2.866 -4.159 3.443 0.084
H -4.113 -4.922 4.372 0.080
O 0.850 1.068 -3.272 -0.311
P 1.318 1.754 -4.574 0.775
N 2.928 1.876 -3.988 -0.308
C 3.876 2.966 -4.077 -0.124
C 3.650 0.605 -3.920 -0.142
N 0.387 3.175 -4.239 -0.350
C 0.909 4.262 -3.419 -0.138
C -0.978 2.895 -3.767 -0.154
N 1.808 2.496 -6.104 -0.313
C 2.538 1.633 -7.025 -0.143
C 1.821 3.887 -6.506 -0.121
H 4.376 3.009 -5.051 0.075
H 4.658 2.859 -3.317 0.090
H 3.438 3.938 -3.873 0.053
H 4.011 0.295 -4.908 0.068
H 3.010 -0.193 -3.529 0.066
H 4.510 0.660 -3.246 0.071
H 1.316 3.904 -2.466 0.093
H 0.134 5.003 -3.200 0.084
H 1.666 4.832 -3.952 0.048
H -0.994 2.646 -2.699 0.079
H -1.420 2.062 -4.319 0.070
H -1.629 3.762 -3.918 0.078
H 3.620 1.771 -6.930 0.076
H 2.256 1.821 -8.065 0.080
H 2.312 0.581 -6.828 0.074
H 2.626 4.449 -6.028 0.071
H 0.869 4.385 -6.311 0.084
H 1.971 3.988 -7.587 0.082
```

---

Record 2
Density functional theory data (ωB97M-V/def2-TZVPD) for a structure of composition C13H41AgO15 at a distorted geometry.

Largest force on an atom ... 5.79 eV/Å
Lowest unoccupied orbital energy (alpha / beta) ... -4.6536 / -8.6613 eV
2S+1 ... 2
Charge ... +1
HOMO energy (alpha / beta) ... -12.15 / -12.15 eV

XYZ file:
```
70
Properties=species:S:1:pos:R:3:lowdin_charge:R:1
Ag 2.315 2.406 1.875 0.882
O -0.615 0.399 -0.443 0.175
C 0.579 0.587 0.152 -0.826
O 0.761 0.188 1.255 0.133
O 1.533 1.180 -0.352 0.092
H -1.027 -0.101 0.265 0.095
C -2.005 3.309 1.618 -0.149
O -3.173 3.891 0.982 -0.108
H -1.266 2.902 0.928 0.052
H -1.557 4.170 2.115 0.082
H -2.218 2.438 2.237 0.078
H -3.825 3.646 1.643 0.074
C -0.791 -2.730 -2.623 -0.112
O -1.889 -3.001 -1.691 -0.122
H -0.550 -1.667 -2.610 0.043
H 0.035 -3.370 -2.310 0.068
H -0.924 -2.964 -3.679 0.089
H -2.752 -2.743 -2.024 0.064
C -2.381 -2.124 2.969 -0.098
O -1.961 -1.643 1.662 -0.154
H -2.239 -1.250 3.605 0.076
H -3.412 -2.475 3.011 0.084
H -1.697 -2.909 3.292 0.080
H -1.889 -2.331 0.997 0.064
C 2.673 -1.939 3.156 -0.133
O 1.556 -2.541 2.456 -0.114
H 2.261 -1.264 3.906 0.050
H 3.401 -2.632 3.576 0.094
H 3.142 -1.068 2.697 0.054
H 0.991 -1.858 2.087 0.025
C 3.206 -3.515 -1.403 -0.178
C 2.492 -2.075 -1.306 -0.155
O 3.301 -0.924 -1.091 0.054
O 4.074 -3.659 -2.524 -0.043
H 2.437 -4.288 -1.408 0.118
H 3.740 -3.726 -0.477 0.119
H 1.759 -2.069 -0.500 0.115
H 1.849 -1.835 -2.152 0.116
H 2.680 -0.237 -0.837 0.034
H 4.918 -3.253 -2.312 0.091
C 0.550 1.316 -3.860 -0.227
C 0.489 1.316 -5.442 -0.184
O 1.037 0.114 -6.042 -0.066
O 1.850 1.597 -3.403 -0.061
H 0.223 0.409 -3.351 0.095
H 0.054 2.240 -3.562 0.120
H 0.906 2.258 -5.799 0.116
H -0.529 1.303 -5.831 0.115
H 1.823 -0.075 -5.525 0.070
H 1.789 1.464 -2.454 0.034
C 1.412 1.997 4.966 -0.276
C 2.486 3.098 5.173 -0.187
O 3.365 3.211 4.063 -0.093
O 0.581 2.369 3.967 -0.062
H 0.854 1.834 5.888 0.132
H 1.843 1.013 4.781 0.111
H 3.136 2.770 5.984 0.128
H 2.083 4.068 5.466 0.137
H 4.014 2.506 4.127 0.094
H 0.259 1.571 3.542 0.080
C -3.549 0.610 -2.469 -0.203
C -4.004 0.651 -1.036 -0.239
O -5.433 0.696 -0.995 -0.073
O -4.186 -0.527 -3.117 -0.071
H -2.463 0.601 -2.566 0.095
H -3.792 1.568 -2.928 0.127
H -3.761 1.615 -0.589 0.112
H -3.855 -0.242 -0.428 0.115
H -5.718 0.098 -1.690 0.063
H -4.995 -0.376 -3.611 0.090
```

---

Record 3
Density functional theory data (ωB97M-V/def2-TZVPD) for a cluster of 15 separate species, C13H42BrFN2O14 in total at a distorted geometry.

Largest force on an atom ... 1.73 eV/Å
Lowest unoccupied orbital energy ... -0.7004 eV
HOMO energy ... -9.38 eV

XYZ file:
```
73
Properties=species:S:1:pos:R:3:lowdin_charge:R:1
C 0.201 2.051 0.613 -0.137
C -1.219 1.539 0.462 -0.652
Br -1.920 1.229 2.284 0.778
C -1.351 0.210 -0.307 -0.201
C -0.275 0.007 -1.345 -0.171
C -0.343 0.709 -2.530 -0.007
C 0.644 0.530 -3.514 -0.045
C 1.677 -0.337 -3.289 -0.015
C 1.778 -1.076 -2.087 -0.256
N 2.816 -1.952 -1.929 0.158
C 2.777 -2.625 -0.809 -0.067
C 1.741 -2.506 0.147 -0.259
C 1.678 -3.415 1.341 -0.101
C 2.721 -3.144 2.403 -0.197
F 3.952 -2.777 1.896 -0.041
N 0.765 -1.654 0.008 0.200
C 0.780 -0.896 -1.119 -0.185
H 0.547 2.580 -0.270 0.093
H 0.861 1.225 0.848 0.043
H 0.264 2.748 1.440 0.067
H -1.835 2.280 -0.028 0.093
H -1.367 -0.639 0.363 0.077
H -2.288 0.245 -0.855 0.116
H -1.160 1.386 -2.719 0.122
H 0.602 1.056 -4.452 0.109
H 2.438 -0.475 -4.042 0.119
H 3.546 -3.362 -0.638 0.123
H 1.658 -4.447 1.001 0.125
H 0.722 -3.222 1.817 0.125
H 2.358 -2.409 3.115 0.087
H 2.869 -4.052 2.984 0.122
O 0.161 -3.316 -3.676 -0.035
H 0.530 -4.203 -3.570 0.069
H 0.707 -2.775 -3.092 0.022
O 0.353 -4.028 -6.548 -0.054
H 0.346 -3.878 -5.591 -0.008
H 1.288 -4.028 -6.780 0.046
O 2.382 0.611 2.554 -0.037
H 2.746 -0.281 2.584 0.031
H 2.900 1.093 3.211 0.075
O 0.325 -6.001 -9.069 -0.062
H -0.450 -6.568 -9.018 0.032
H 0.250 -5.426 -8.299 -0.008
O 4.021 0.619 -0.090 -0.047
H 3.113 0.509 0.216 -0.005
H 4.436 -0.226 0.113 0.030
O -3.586 3.547 4.433 -0.077
H -3.337 2.704 4.027 -0.033
H -4.364 3.815 3.930 0.049
O -2.532 -4.721 -2.810 -0.029
H -1.789 -4.413 -3.344 0.035
H -3.309 -4.527 -3.342 0.078
O 0.505 -0.384 4.740 -0.091
H 1.292 -0.012 4.319 0.012
H -0.193 -0.138 4.120 -0.007
O -5.127 5.676 5.854 -0.057
H -5.622 4.868 6.014 0.033
H -4.350 5.382 5.369 -0.002
O -0.938 -4.444 -0.915 -0.073
H -0.831 -3.518 -0.667 0.008
H -1.597 -4.426 -1.625 -0.057
O -2.257 5.161 2.196 -0.060
H -2.473 4.899 3.101 0.007
H -2.715 5.999 2.071 0.033
O 2.358 -1.499 5.461 -0.088
H 1.409 -1.638 5.589 0.026
H 2.760 -2.333 5.723 0.043
O -0.888 6.832 -0.194 -0.069
H -1.105 6.576 0.708 -0.005
H -1.339 7.679 -0.311 -0.008
O -2.637 9.126 0.300 -0.043
H -3.591 9.176 0.407 0.050
H -2.320 10.012 0.508 0.053
```

---

Record 4
Density functional theory data (ωB97M-V/def2-TZVPD) for a structure of composition C13H43GaO7P at a distorted geometry.

Largest force on an atom ... 2.58 eV/Å
Lowest unoccupied orbital energy ... 2.0503 eV
Charge ... -1
HOMO energy ... -2.83 eV

XYZ file:
```
65
Properties=species:S:1:pos:R:3:lowdin_charge:R:1
C 5.689 -0.162 -2.420 -0.438
P 4.275 -1.363 -1.910 0.551
O 4.633 -2.921 -2.600 -0.502
Ga 2.272 -0.687 -2.915 -0.023
H 5.309 0.924 -2.116 0.042
H 5.907 -0.187 -3.580 0.027
H 6.674 -0.392 -1.787 0.029
H 5.346 -2.745 -3.283 0.026
H 1.803 0.729 -2.329 -0.169
H 1.180 -1.844 -2.562 -0.160
H 2.556 -0.624 -4.506 -0.183
C 4.325 -3.993 2.004 -0.096
C 4.304 -2.665 2.731 -0.333
O 4.596 -1.611 1.825 -0.121
H 5.304 -4.165 1.545 0.073
H 4.106 -4.817 2.689 0.057
H 3.588 -4.003 1.194 0.081
H 5.056 -2.651 3.525 0.104
H 3.324 -2.480 3.181 0.097
H 3.917 -1.627 1.129 0.011
C 0.204 0.684 1.728 -0.095
C 0.631 -0.526 0.923 -0.319
O 2.044 -0.547 0.791 -0.137
H 0.540 1.606 1.243 0.074
H -0.884 0.717 1.836 0.061
H 0.657 0.665 2.725 0.071
H 0.194 -0.493 -0.079 0.100
H 0.310 -1.453 1.409 0.107
H 2.422 -0.585 1.686 0.067
C 7.128 -6.482 5.055 -0.099
C 6.187 -7.038 4.006 -0.325
O 6.246 -6.242 2.831 -0.098
H 6.866 -5.448 5.299 0.077
H 7.092 -7.082 5.969 0.070
H 8.158 -6.470 4.683 0.071
H 5.156 -7.028 4.374 0.113
H 6.451 -8.067 3.747 0.105
H 7.163 -6.264 2.508 0.095
C -2.233 3.727 2.507 -0.094
C -1.447 4.378 1.388 -0.319
O -2.065 4.107 0.139 -0.090
H -2.294 2.644 2.355 0.062
H -1.767 3.922 3.477 0.073
H -3.261 4.103 2.528 0.071
H -0.427 3.983 1.358 0.106
H -1.393 5.462 1.526 0.107
H -2.967 4.469 0.174 0.049
C -6.461 2.569 -1.371 -0.086
C -5.660 3.854 -1.400 -0.312
O -5.002 4.045 -0.156 -0.108
H -7.202 2.597 -0.566 0.080
H -6.978 2.410 -2.322 0.042
H -5.810 1.711 -1.175 0.079
H -6.317 4.712 -1.574 0.111
H -4.907 3.830 -2.194 0.116
H -4.415 3.282 -0.015 0.080
C -9.568 3.738 -5.591 -0.098
C -8.407 3.766 -4.619 -0.324
O -8.336 2.537 -3.911 -0.108
H -10.510 3.567 -5.060 0.077
H -9.639 4.680 -6.141 0.074
H -9.453 2.919 -6.308 0.073
H -8.536 4.573 -3.891 0.115
H -7.459 3.924 -5.143 0.112
H -8.213 1.829 -4.566 0.099
```

---

Repeat the second record exactly.
Density functional theory data (ωB97M-V/def2-TZVPD) for a structure of composition C13H41AgO15 at a distorted geometry.

Largest force on an atom ... 5.79 eV/Å
Lowest unoccupied orbital energy (alpha / beta) ... -4.6536 / -8.6613 eV
2S+1 ... 2
Charge ... +1
HOMO energy (alpha / beta) ... -12.15 / -12.15 eV

XYZ file:
```
70
Properties=species:S:1:pos:R:3:lowdin_charge:R:1
Ag 2.315 2.406 1.875 0.882
O -0.615 0.399 -0.443 0.175
C 0.579 0.587 0.152 -0.826
O 0.761 0.188 1.255 0.133
O 1.533 1.180 -0.352 0.092
H -1.027 -0.101 0.265 0.095
C -2.005 3.309 1.618 -0.149
O -3.173 3.891 0.982 -0.108
H -1.266 2.902 0.928 0.052
H -1.557 4.170 2.115 0.082
H -2.218 2.438 2.237 0.078
H -3.825 3.646 1.643 0.074
C -0.791 -2.730 -2.623 -0.112
O -1.889 -3.001 -1.691 -0.122
H -0.550 -1.667 -2.610 0.043
H 0.035 -3.370 -2.310 0.068
H -0.924 -2.964 -3.679 0.089
H -2.752 -2.743 -2.024 0.064
C -2.381 -2.124 2.969 -0.098
O -1.961 -1.643 1.662 -0.154
H -2.239 -1.250 3.605 0.076
H -3.412 -2.475 3.011 0.084
H -1.697 -2.909 3.292 0.080
H -1.889 -2.331 0.997 0.064
C 2.673 -1.939 3.156 -0.133
O 1.556 -2.541 2.456 -0.114
H 2.261 -1.264 3.906 0.050
H 3.401 -2.632 3.576 0.094
H 3.142 -1.068 2.697 0.054
H 0.991 -1.858 2.087 0.025
C 3.206 -3.515 -1.403 -0.178
C 2.492 -2.075 -1.306 -0.155
O 3.301 -0.924 -1.091 0.054
O 4.074 -3.659 -2.524 -0.043
H 2.437 -4.288 -1.408 0.118
H 3.740 -3.726 -0.477 0.119
H 1.759 -2.069 -0.500 0.115
H 1.849 -1.835 -2.152 0.116
H 2.680 -0.237 -0.837 0.034
H 4.918 -3.253 -2.312 0.091
C 0.550 1.316 -3.860 -0.227
C 0.489 1.316 -5.442 -0.184
O 1.037 0.114 -6.042 -0.066
O 1.850 1.597 -3.403 -0.061
H 0.223 0.409 -3.351 0.095
H 0.054 2.240 -3.562 0.120
H 0.906 2.258 -5.799 0.116
H -0.529 1.303 -5.831 0.115
H 1.823 -0.075 -5.525 0.070
H 1.789 1.464 -2.454 0.034
C 1.412 1.997 4.966 -0.276
C 2.486 3.098 5.173 -0.187
O 3.365 3.211 4.063 -0.093
O 0.581 2.369 3.967 -0.062
H 0.854 1.834 5.888 0.132
H 1.843 1.013 4.781 0.111
H 3.136 2.770 5.984 0.128
H 2.083 4.068 5.466 0.137
H 4.014 2.506 4.127 0.094
H 0.259 1.571 3.542 0.080
C -3.549 0.610 -2.469 -0.203
C -4.004 0.651 -1.036 -0.239
O -5.433 0.696 -0.995 -0.073
O -4.186 -0.527 -3.117 -0.071
H -2.463 0.601 -2.566 0.095
H -3.792 1.568 -2.928 0.127
H -3.761 1.615 -0.589 0.112
H -3.855 -0.242 -0.428 0.115
H -5.718 0.098 -1.690 0.063
H -4.995 -0.376 -3.611 0.090
```

---

Repeat the first record exactly.
Density functional theory data (ωB97M-V/def2-TZVPD) for a cluster of 3 separate species, C13H38BN7O8P2S in total at a distorted geometry.

Largest force on an atom ... 8.12 eV/Å
Lowest unoccupied orbital energy ... -1.2359 eV
HOMO energy ... -7.61 eV

XYZ file:
```
70
Properties=species:S:1:pos:R:3:lowdin_charge:R:1
O 5.954 -3.554 -0.166 0.109
C 6.232 -2.368 0.164 -0.068
N 6.005 -1.085 0.497 -0.021
O 5.228 -0.475 -0.450 -0.359
S 3.560 -0.499 -0.002 1.085
O 3.528 0.205 1.354 -0.387
O 3.039 -2.102 0.147 -0.182
B 1.669 -2.191 0.633 -0.656
O 1.449 -2.966 1.849 0.099
O 0.542 -1.598 -0.045 0.104
H 2.171 -3.654 1.843 0.126
H 0.547 -1.887 -0.998 0.137
O -3.431 0.302 3.563 -0.303
P -3.800 -1.153 3.923 0.775
N -3.519 -0.860 5.593 -0.313
C -2.860 -1.679 6.588 -0.131
C -4.524 -0.017 6.243 -0.142
N -2.398 -1.779 3.122 -0.342
C -1.110 -1.886 3.794 -0.125
C -2.148 -1.176 1.801 -0.143
N -4.275 -2.819 4.286 -0.315
C -5.606 -2.992 4.856 -0.146
C -3.479 -4.028 4.336 -0.124
H -3.510 -2.470 6.979 0.073
H -2.545 -1.070 7.442 0.088
H -1.941 -2.136 6.233 0.051
H -5.434 -0.583 6.475 0.065
H -4.804 0.827 5.606 0.071
H -4.149 0.419 7.174 0.078
H -0.817 -0.948 4.283 0.096
H -0.318 -2.166 3.095 0.060
H -1.108 -2.696 4.521 0.052
H -1.651 -0.203 1.889 0.083
H -3.084 -1.035 1.254 0.072
H -1.514 -1.822 1.189 0.062
H -5.566 -3.059 5.949 0.074
H -6.097 -3.891 4.473 0.079
H -6.251 -2.150 4.591 0.073
H -2.841 -4.066 5.221 0.070
H -2.866 -4.159 3.443 0.084
H -4.113 -4.922 4.372 0.080
O 0.850 1.068 -3.272 -0.311
P 1.318 1.754 -4.574 0.775
N 2.928 1.876 -3.988 -0.308
C 3.876 2.966 -4.077 -0.124
C 3.650 0.605 -3.920 -0.142
N 0.387 3.175 -4.239 -0.350
C 0.909 4.262 -3.419 -0.138
C -0.978 2.895 -3.767 -0.154
N 1.808 2.496 -6.104 -0.313
C 2.538 1.633 -7.025 -0.143
C 1.821 3.887 -6.506 -0.121
H 4.376 3.009 -5.051 0.075
H 4.658 2.859 -3.317 0.090
H 3.438 3.938 -3.873 0.053
H 4.011 0.295 -4.908 0.068
H 3.010 -0.193 -3.529 0.066
H 4.510 0.660 -3.246 0.071
H 1.316 3.904 -2.466 0.093
H 0.134 5.003 -3.200 0.084
H 1.666 4.832 -3.952 0.048
H -0.994 2.646 -2.699 0.079
H -1.420 2.062 -4.319 0.070
H -1.629 3.762 -3.918 0.078
H 3.620 1.771 -6.930 0.076
H 2.256 1.821 -8.065 0.080
H 2.312 0.581 -6.828 0.074
H 2.626 4.449 -6.028 0.071
H 0.869 4.385 -6.311 0.084
H 1.971 3.988 -7.587 0.082
```

---

Question: largest force on an atom of number 1 (C13H38BN7O8P2S)?
Answer: 8.12 eV/Å